(1)
Below is one molecule with the formula C5H12O2 in a non-equilibrium geometry, with properties calculated with wB97M-V/def2-TZVPD.

Summary:
Frontier orbital gap in hartree: 0.380
F_max in eV/A: 3.879
DFT total energy in Ha: -348.05733
ΔE to the lowest compared entry with this formula, charge and spin in kcal per mole: 92.5
SMILES: CO[C@@H](C)CCO
Lowest unoccupied orbital energy in eV: 0.97

```
! RIJCOSX wB97M-V def2-TZVPD def2/J DEFGRID3
* xyz 0 1
C -2.01 -0.37 1.35
O -0.52 -0.56 0.74
C -0.18 0.43 -0.22
C -0.30 1.88 0.26
C 1.24 0.11 -0.69
C 1.43 -1.35 -1.10
O 1.53 -2.23 0.00
H -2.64 0.06 0.54
H -1.01 0.06 1.87
H -2.38 -1.39 1.51
H -0.89 0.25 -1.04
H 0.42 2.10 1.05
H -1.31 2.10 0.63
H -0.10 2.56 -0.58
H 1.96 0.35 0.10
H 1.46 0.77 -1.54
H 0.61 -1.64 -1.78
H 2.36 -1.46 -1.66
H 0.75 -2.06 0.55
*
```

---

(2)
Below is a 4-piece molecular cluster, C4H11NO3 overall in a non-equilibrium geometry, with properties calculated with wB97M-V/def2-TZVPD.

Summary:
Frontier orbital gap in hartree: 0.349
F_max in eV/A: 1.044
DFT total energy in Ha: -439.48271
ΔE to the lowest compared entry with this formula, charge and spin in kcal per mole: 27.1
SMILES: c1cc[nH]c1.O.O.O
Lowest unoccupied orbital energy in eV: 0.68

```
! RIJCOSX wB97M-V def2-TZVPD def2/J DEFGRID3
* xyz 0 1
C -0.70 0.91 -0.27
C -0.91 -0.27 -1.03
C -2.15 -0.75 -0.67
N -2.71 0.14 0.20
C -1.82 1.14 0.48
H 0.15 1.56 -0.43
H -0.23 -0.75 -1.71
H -2.73 -1.55 -1.09
H -3.69 0.17 0.40
H -2.16 2.08 0.90
O 2.94 -0.33 0.76
H 3.11 -1.20 0.37
H 2.15 -0.45 1.31
O 2.59 0.87 -1.80
H 3.40 1.36 -1.65
H 2.40 0.52 -0.91
O 0.48 -1.07 1.80
H 0.04 -1.91 1.95
H -0.16 -0.47 1.38
*
```

---

(3)
Below is one molecule with the formula C6H11N3O in a non-equilibrium geometry, with properties calculated with wB97M-V/def2-TZVPD.

Summary:
Frontier orbital gap in hartree: 0.309
F_max in eV/A: 7.533
DFT total energy in Ha: -474.58050
ΔE to the lowest compared entry with this formula, charge and spin in kcal per mole: 116.5
SMILES: CC(C)c1c(O)nnn1C
Lowest unoccupied orbital energy in eV: 0.79

```
! RIJCOSX wB97M-V def2-TZVPD def2/J DEFGRID3
* xyz 0 1
C -0.88 -1.69 -1.28
C -0.66 -0.83 -0.02
C -1.97 -0.02 0.27
C 0.45 0.12 0.00
C 0.61 1.59 -1.11
O -0.02 1.99 -2.19
N 1.59 2.24 -0.60
N 2.04 1.65 0.51
N 1.38 0.52 0.80
C 1.72 -0.20 1.96
H -1.17 -1.00 -2.12
H -1.74 -2.39 -1.12
H 0.01 -2.23 -1.62
H -0.44 -1.73 0.70
H -2.28 0.62 -0.52
H -1.71 0.51 1.09
H -2.90 -0.56 0.68
H 0.35 2.84 -2.36
H 1.88 -1.28 1.75
H 2.74 0.09 2.39
H 1.01 -0.23 2.78
*
```

---

(4)
Below is one molecule with the formula C5H8S in a non-equilibrium geometry, with properties calculated with wB97M-V/def2-TZVPD.

Summary:
Frontier orbital gap in hartree: 0.314
F_max in eV/A: 8.022
DFT total energy in Ha: -593.37550
ΔE to the lowest compared entry with this formula, charge and spin in kcal per mole: 70.7
SMILES: CC1=CSCC1
Lowest unoccupied orbital energy in eV: 0.94

```
! RIJCOSX wB97M-V def2-TZVPD def2/J DEFGRID3
* xyz 0 1
C 1.85 -0.60 0.11
C 0.31 -0.47 -0.31
C -0.68 -1.32 -0.18
S -2.16 -0.84 -0.07
C -1.55 0.93 0.31
C -0.18 0.97 -0.37
H 2.45 -0.14 -0.70
H 2.21 -1.64 0.70
H 1.92 -0.05 1.06
H -0.55 -2.49 -0.19
H -1.92 1.21 1.34
H -1.94 1.60 -0.49
H 0.44 1.45 0.29
H -0.22 1.40 -1.51
*
```

---

(5)
Below is one molecule with the formula C21H32N2O3, with properties calculated with wB97M-V/def2-TZVPD.

Summary:
Frontier orbital gap in hartree: 0.333
F_max in eV/A: 0.653
DFT total energy in Ha: -1154.64157
ΔE to the lowest compared entry with this formula, charge and spin in kcal per mole: 38.8
SMILES: COc1cccc(CNC(=O)CC[C@@H]2CCCN(C3CCOCC3)C2)c1
Lowest unoccupied orbital energy in eV: 0.64

```
! RIJCOSX wB97M-V def2-TZVPD def2/J DEFGRID3
* xyz 0 1
C 3.09 -4.74 -5.17
O 3.41 -4.59 -3.81
C 2.40 -4.35 -2.93
C 2.78 -4.22 -1.59
C 1.83 -3.97 -0.62
C 0.49 -3.86 -0.96
C 0.10 -3.99 -2.29
C -1.35 -3.81 -2.65
N -1.78 -2.45 -2.36
C -2.60 -2.15 -1.33
O -3.19 -3.00 -0.69
C -2.70 -0.66 -1.06
C -1.53 -0.25 -0.16
C -1.47 1.27 0.08
C -0.99 2.03 -1.16
C -0.88 3.51 -0.84
C 0.01 3.73 0.38
N -0.54 3.01 1.51
C -0.03 3.42 2.80
C -1.00 3.07 3.94
C -0.46 3.63 5.25
O 0.83 3.14 5.55
C 1.76 3.46 4.55
C 1.37 2.89 3.18
C -0.53 1.58 1.25
C 1.06 -4.23 -3.27
H 2.64 -3.83 -5.59
H 2.42 -5.59 -5.34
H 4.04 -4.93 -5.68
H 3.82 -4.31 -1.34
H 2.13 -3.87 0.41
H -0.26 -3.67 -0.21
H -1.51 -4.02 -3.71
H -1.98 -4.46 -2.05
H -1.25 -1.71 -2.80
H -2.69 -0.11 -2.00
H -3.64 -0.47 -0.54
H -0.59 -0.57 -0.61
H -1.63 -0.76 0.79
H -2.47 1.63 0.34
H -1.67 1.88 -2.00
H 0.00 1.65 -1.45
H -1.87 3.91 -0.61
H -0.48 4.06 -1.69
H 0.05 4.79 0.63
H 1.04 3.39 0.14
H 0.04 4.52 2.76
H -1.98 3.48 3.73
H -1.08 1.98 4.04
H -1.09 3.34 6.09
H -0.43 4.74 5.19
H 2.71 3.04 4.88
H 1.86 4.55 4.47
H 1.34 1.80 3.25
H 2.11 3.17 2.44
H -0.88 1.05 2.14
H 0.48 1.21 1.00
H 0.73 -4.33 -4.29
*
```

---

(6)
Below is C44H55N7O5SSb2Tl as an isolated structure, with properties calculated with wB97M-V/def2-TZVPD.

Summary:
Frontier orbital gap in hartree: 0.299
F_max in eV/A: 0.288
DFT total energy in Ha: -3519.95939
ΔE to the lowest compared entry with this formula, charge and spin in kcal per mole: 0.0
Lowest unoccupied orbital energy in eV: -2.05

```
! RIJCOSX wB97M-V def2-TZVPD def2/J DEFGRID3
* xyz 1 1
Tl 0.04 0.80 -0.18
C -2.93 -1.89 2.41
Sb -1.31 -0.57 2.89
C -0.61 -1.74 4.55
C -2.48 0.85 4.05
C -1.60 1.72 4.90
C -1.17 1.22 6.13
C -0.34 1.95 6.97
C 0.07 3.21 6.59
C -0.36 3.73 5.38
C -1.19 3.01 4.52
C -1.62 3.67 3.24
Sb -0.29 3.34 1.57
C 1.52 3.89 2.54
C -0.64 5.21 0.59
H -3.74 -1.33 1.95
H -3.29 -2.37 3.32
H -2.59 -2.65 1.71
H -1.43 -1.90 5.25
H 0.21 -1.25 5.07
H -0.27 -2.70 4.17
H -3.15 0.26 4.66
H -3.08 1.42 3.34
H -1.52 0.24 6.44
H -0.03 1.53 7.92
H 0.70 3.81 7.23
H -0.07 4.74 5.10
H -1.61 4.76 3.38
H -2.63 3.40 2.93
H 1.37 4.84 3.05
H 2.31 4.00 1.79
H 1.80 3.12 3.26
H -0.30 6.01 1.25
H -1.70 5.34 0.38
H -0.09 5.24 -0.35
C 2.08 -6.83 -1.75
O 1.77 -5.48 -2.04
C 1.12 -5.22 -3.20
C 0.67 -6.18 -4.09
C 0.03 -5.80 -5.26
C -0.16 -4.46 -5.56
C 0.31 -3.49 -4.67
C 0.91 -3.86 -3.48
N 1.40 -2.92 -2.55
C 0.67 -1.97 -1.87
N -0.63 -1.84 -2.27
C -1.74 -1.25 -1.65
C -1.75 -0.19 -0.75
C -2.97 0.27 -0.24
C -4.17 -0.28 -0.65
C -4.17 -1.31 -1.58
C -2.97 -1.79 -2.06
O -2.93 -2.78 -3.01
C -3.32 -4.08 -2.55
N 1.18 -1.27 -0.91
C 2.54 -1.45 -0.57
C 3.55 -0.98 -1.39
C 4.89 -1.08 -1.02
C 5.21 -1.65 0.20
C 4.21 -2.12 1.04
C 2.88 -2.03 0.66
O 1.83 -2.43 1.45
C 2.13 -3.36 2.49
H 2.63 -6.82 -0.82
H 2.70 -7.27 -2.54
H 1.17 -7.43 -1.63
H 0.82 -7.23 -3.89
H -0.32 -6.56 -5.95
H -0.64 -4.16 -6.48
H 0.21 -2.44 -4.92
H 2.26 -3.17 -2.09
H -0.93 -2.51 -2.96
H -2.97 1.08 0.48
H -5.10 0.11 -0.26
H -5.09 -1.74 -1.94
H -4.37 -4.08 -2.25
H -2.70 -4.39 -1.71
H -3.18 -4.76 -3.39
H 3.27 -0.51 -2.33
H 5.66 -0.71 -1.68
H 6.24 -1.74 0.50
H 4.47 -2.55 2.00
H 1.18 -3.78 2.81
H 2.61 -2.86 3.34
H 2.78 -4.16 2.13
C 4.17 1.71 1.76
C 2.96 1.47 0.93
N 1.96 0.78 1.34
O 2.06 0.35 2.65
C 2.92 1.96 -0.46
C 4.14 2.51 -1.12
N 1.82 1.76 -1.13
O 1.72 1.96 -2.37
H 3.95 1.66 2.82
H 4.62 2.67 1.52
H 4.91 0.93 1.53
H 1.45 -0.40 2.68
H 5.01 1.86 -0.96
H 4.39 3.50 -0.73
H 3.95 2.60 -2.18
N -3.38 5.75 -5.47
C -3.98 4.94 -4.58
S -5.60 4.71 -4.51
C -3.05 4.25 -3.64
C -3.43 4.02 -2.32
C -2.56 3.36 -1.48
N -1.36 2.91 -1.86
C -1.00 3.12 -3.13
C -1.81 3.79 -4.04
H -3.96 6.25 -6.12
H -2.41 5.98 -5.39
H -4.40 4.35 -1.97
H -2.84 3.17 -0.45
H -0.03 2.74 -3.41
H -1.46 3.90 -5.06
*
```

---

(7)
Below is an isolated ion of composition C3H8NS and charge +1 in a non-equilibrium geometry, with properties calculated with wB97M-V/def2-TZVPD.

Summary:
Frontier orbital gap in hartree: 0.356
F_max in eV/A: 5.136
DFT total energy in Ha: -571.70615
ΔE to the lowest compared entry with this formula, charge and spin in kcal per mole: 40.2
SMILES: [NH3+][C@H]1CCS1
Lowest unoccupied orbital energy in eV: -3.95

```
! RIJCOSX wB97M-V def2-TZVPD def2/J DEFGRID3
* xyz 1 1
N 1.16 -1.27 -0.24
C 0.16 -0.66 0.68
C -0.11 1.15 0.41
C -1.38 0.88 -0.35
S -1.49 -0.94 -0.06
H 2.07 -0.77 -0.14
H 0.98 -0.83 -1.21
H 1.03 -2.23 -0.58
H 0.36 -1.00 1.63
H 0.74 1.70 -0.01
H -0.15 1.55 1.47
H -2.19 1.53 -0.22
H -1.17 0.88 -1.38
*
```

---

(8)
Below is C26H29ClN2NiO6Te as an isolated structure, with properties calculated with wB97M-V/def2-TZVPD.

Summary:
Frontier orbital gap (spin up / spin down) in hartree: 0.168 / 0.207
F_max in eV/A: 0.868
DFT total energy in Ha: -3805.67312
ΔE to the lowest compared entry with this formula, charge and spin in kcal per mole: 0.0
Lowest unoccupied orbital energy (spin up / spin down) in eV: 3.88 / 3.88

```
! RIJCOSX wB97M-V def2-TZVPD def2/J DEFGRID3
* xyz -2 3
Ni -0.74 1.48 0.12
N 1.20 2.39 0.60
C 1.23 3.53 1.51
C 0.39 3.29 2.76
C -1.13 3.36 2.53
O -1.79 3.94 3.41
O -1.57 2.85 1.46
H 1.66 1.59 1.05
H 1.67 2.58 -0.27
H 0.84 4.41 0.98
H 2.26 3.76 1.80
H 0.62 4.04 3.52
H 0.64 2.31 3.17
C -4.95 0.25 -0.90
C -3.58 0.87 -1.18
C -3.13 0.49 -2.59
C -2.54 0.46 -0.15
H -5.71 0.55 -1.64
H -5.32 0.54 0.09
H -4.87 -0.85 -0.92
H -3.70 1.96 -1.13
H -2.90 -0.59 -2.62
H -2.24 1.04 -2.86
H -3.92 0.68 -3.33
H -2.33 -0.62 -0.29
H -2.94 0.58 0.86
O 1.84 -0.30 1.93
C 0.66 -0.46 2.30
O -0.39 -0.02 1.79
C 0.45 -1.37 3.52
C 1.53 -1.78 4.28
C 1.36 -2.63 5.37
C 0.09 -3.08 5.69
C -0.97 -2.67 4.92
C -0.82 -1.82 3.84
N -2.33 -3.18 5.26
O -2.43 -3.88 6.25
O -3.25 -2.88 4.53
H 2.51 -1.42 3.99
H 2.21 -2.93 5.96
H -0.08 -3.75 6.53
H -1.67 -1.49 3.25
Cl -0.63 2.82 -1.85
Te 0.68 -0.71 -1.07
C 2.52 0.17 -1.64
C 2.52 1.26 -2.51
C 3.72 1.83 -2.90
C 4.93 1.33 -2.43
C 4.93 0.26 -1.54
C 3.72 -0.32 -1.15
C 0.35 -1.47 -3.02
C -0.17 -0.66 -4.03
C -0.38 -1.17 -5.30
C -0.08 -2.50 -5.58
C 0.42 -3.32 -4.58
C 0.64 -2.80 -3.30
H 1.57 1.70 -2.82
H 3.71 2.69 -3.57
H 5.86 1.78 -2.74
H 5.86 -0.13 -1.15
H 3.71 -1.14 -0.45
H -0.41 0.38 -3.81
H -0.79 -0.53 -6.08
H -0.26 -2.90 -6.57
H 0.65 -4.36 -4.78
H 1.04 -3.44 -2.52
*
```